1.
Density functional theory data (ωB97M-V/def2-TZVPD) for a structure of composition C31H33FMgN8O7S3.

Geometry as ORCA input:
```
! wB97M-V def2-TZVPD RIJCOSX def2/J DEFGRID3
* xyz 0 1
Mg -0.063 -0.225 -0.312
N 1.203 -3.631 0.125
C -0.006 -3.366 0.657
N -0.589 -2.201 0.597
C -1.809 -2.231 1.259
C -2.152 -3.406 1.818
S -0.909 -4.570 1.521
C -2.535 -0.953 1.294
C -3.831 -0.730 1.583
S -4.162 0.962 1.484
C -2.515 1.244 1.045
N -1.783 0.168 0.971
N -2.011 2.489 0.854
H 1.603 -2.940 -0.497
H 1.479 -4.587 -0.009
H -3.028 -3.650 2.394
H -4.602 -1.441 1.823
H -2.642 3.194 0.508
H -1.088 2.504 0.426
C -3.446 6.866 -2.782
C -2.713 5.555 -2.669
C -3.196 4.406 -3.294
C -2.539 3.192 -3.174
C -1.380 3.112 -2.409
C -0.879 4.243 -1.789
C -1.545 5.456 -1.921
S -0.533 1.553 -2.293
O -1.546 0.606 -1.812
O 0.046 1.358 -3.596
N 0.489 1.638 -1.094
C 1.854 2.061 -1.414
C 2.971 1.002 -1.468
O 4.082 1.375 -1.748
O 1.876 -0.644 -0.049
H -4.082 6.888 -3.666
H -2.750 7.704 -2.843
H -4.085 7.035 -1.912
H -4.100 4.466 -3.889
H -2.922 2.307 -3.665
H 0.027 4.176 -1.198
H -1.146 6.340 -1.436
H 2.192 2.793 -0.674
H 1.923 2.546 -2.391
C 6.545 -2.936 -0.282
C 6.231 -1.495 -0.658
N 4.908 -1.054 -0.203
C 3.915 -1.320 -1.119
C 2.698 -0.503 -1.219
C 1.787 -1.096 -2.383
O 2.341 -1.306 -3.446
O 0.589 -1.302 -2.013
C 2.182 -0.091 1.190
O 1.155 0.323 1.752
C 3.509 -0.047 1.664
C 3.592 0.589 2.958
C 4.741 0.642 3.655
F 4.793 1.296 4.866
C 5.924 0.057 3.176
C 5.890 -0.504 1.901
C 4.761 -0.535 1.084
N 7.171 0.114 3.884
C 7.135 -0.290 5.273
C 8.548 -0.502 5.774
N 9.282 0.811 5.618
C 9.302 1.246 4.171
C 7.866 1.378 3.712
H 7.533 -3.221 -0.650
H 5.809 -3.608 -0.725
H 6.522 -3.079 0.799
H 6.233 -1.374 -1.739
H 6.986 -0.810 -0.280
H 4.271 -1.696 -2.065
H 2.687 1.022 3.362
H 6.813 -0.957 1.575
H 6.586 -1.226 5.362
H 6.630 0.442 5.924
H 9.085 -1.229 5.168
H 8.590 -0.778 6.826
H 10.222 0.765 6.008
H 8.765 1.518 6.149
H 9.813 0.456 3.623
H 9.864 2.175 4.110
H 7.861 1.649 2.658
H 7.375 2.200 4.264
*
```

HOMO energy (spin up / spin down): -4.46 / -5.38 eV
energy above the lowest of the compared OMol25 structures with the same formula, charge and spin: 3.3547 eV
max |F|: 0.82 eV Å⁻¹
frontier orbital gap (spin up / spin down): 3.16 / 4.07 eV

---

2.
Density functional theory data (ωB97M-V/def2-TZVPD) for a cluster of 6 separate species, C31H34BN5O4 in total at a distorted geometry.

Geometry as ORCA input:
```
! wB97M-V def2-TZVPD RIJCOSX def2/J DEFGRID3
* xyz 0 1
C 1.959 0.425 0.788
C 1.564 1.654 1.262
C 0.174 2.245 1.078
C 0.190 3.537 0.259
C -1.266 3.449 -0.305
B -2.448 3.307 0.774
O -2.390 3.792 2.067
O -3.594 2.609 0.377
C -1.147 2.005 -0.797
O -1.339 1.509 -1.821
O -0.664 1.374 0.328
H 2.677 0.316 -0.028
H 1.630 -0.520 1.229
H 2.269 2.254 1.847
H -0.154 2.396 2.117
H 0.783 3.462 -0.661
H 0.469 4.459 0.763
H -1.583 4.216 -1.016
H -2.559 3.022 2.638
H -3.683 1.867 0.999
C 2.498 1.703 -5.283
C 3.343 2.722 -4.877
C 3.045 3.386 -3.697
N 1.991 3.100 -2.931
C 1.187 2.114 -3.342
C 1.397 1.390 -4.505
H 2.696 1.156 -6.197
H 4.214 2.994 -5.458
H 3.679 4.189 -3.335
H 0.339 1.899 -2.698
H 0.717 0.598 -4.789
C -7.207 2.304 4.739
C -6.265 3.284 5.007
C -4.965 3.080 4.574
N -4.565 1.991 3.914
C -5.487 1.058 3.667
C -6.814 1.167 4.054
H -8.234 2.426 5.060
H -6.531 4.186 5.540
H -4.195 3.822 4.758
H -5.131 0.184 3.131
H -7.519 0.380 3.824
C 3.561 -2.671 -2.230
C 4.643 -3.460 -2.588
C 5.469 -3.014 -3.610
N 5.283 -1.870 -4.270
C 4.236 -1.128 -3.909
C 3.351 -1.480 -2.902
H 2.891 -2.979 -1.436
H 4.841 -4.398 -2.088
H 6.330 -3.597 -3.923
H 4.106 -0.203 -4.458
H 2.519 -0.834 -2.651
C 4.621 -5.431 2.691
C 5.138 -4.380 1.952
C 4.257 -3.433 1.454
N 2.938 -3.476 1.642
C 2.460 -4.496 2.355
C 3.253 -5.493 2.900
H 5.276 -6.191 3.099
H 6.200 -4.295 1.765
H 4.614 -2.589 0.872
H 1.383 -4.505 2.489
H 2.810 -6.297 3.472
C -3.419 -2.368 -1.395
C -2.535 -1.398 -0.954
C -2.754 -0.828 0.290
N -3.774 -1.159 1.089
C -4.614 -2.095 0.643
C -4.482 -2.728 -0.582
H -3.282 -2.838 -2.361
H -1.695 -1.087 -1.559
H -2.089 -0.068 0.679
H -5.434 -2.342 1.311
H -5.194 -3.481 -0.891
*
```

HOMO energy: -7.58 eV
max |F|: 4.74 eV Å⁻¹
frontier orbital gap: 7.86 eV
SMILES string: C=C[C@H]1C[C@H](B(O)O)C(=O)O1.c1ccncc1.c1ccncc1.c1ccncc1.c1ccncc1.c1ccncc1

---

3.
Density functional theory data (ωB97M-V/def2-TZVPD) for a structure of composition C31H34BrCl2F3HfN5O5S.

Geometry as ORCA input:
```
! wB97M-V def2-TZVPD RIJCOSX def2/J DEFGRID3
* xyz 3 1
Hf -0.569 -1.015 -0.199
C -3.353 5.694 -1.557
C -2.553 4.465 -1.242
C -1.170 4.486 -1.162
C -0.413 3.338 -0.865
C 0.994 3.513 -0.667
N 1.803 2.638 -0.166
C 3.229 2.889 0.104
C 4.106 1.705 -0.296
C 4.402 0.719 0.830
N 3.179 0.208 1.468
C 2.927 0.320 2.735
C 1.788 -0.209 3.413
C 1.852 -0.329 4.815
C 0.871 -0.969 5.554
C 0.960 -1.111 7.044
C -0.192 -1.520 4.837
C -0.315 -1.391 3.451
C -1.358 -2.108 2.764
N -1.569 -2.164 1.495
C -2.581 -3.166 1.080
C -3.244 -2.767 -0.218
C -3.828 -1.372 -0.188
N -2.759 -0.336 -0.285
C -3.210 0.850 -0.509
C -2.463 2.066 -0.731
C -3.173 3.242 -1.003
C -1.062 2.098 -0.685
O -0.365 1.000 -0.476
C 0.654 -0.687 2.728
O 0.495 -0.470 1.442
H -2.721 6.579 -1.584
H -4.129 5.853 -0.809
H -3.841 5.599 -2.527
H -0.646 5.424 -1.312
H 1.424 4.481 -0.913
H 1.399 1.737 0.082
H 3.333 3.122 1.167
H 3.501 3.784 -0.452
H 5.068 2.089 -0.636
H 3.661 1.188 -1.148
H 5.003 1.183 1.613
H 4.957 -0.134 0.441
H 2.548 -0.347 0.884
H 3.683 0.824 3.331
H 2.719 0.072 5.328
H 1.778 -0.520 7.448
H 1.127 -2.153 7.321
H 0.036 -0.786 7.522
H -0.953 -2.076 5.374
H -1.994 -2.722 3.403
H -3.323 -3.275 1.874
H -2.069 -4.123 0.957
H -4.034 -3.486 -0.440
H -2.544 -2.861 -1.055
H -4.398 -1.206 0.730
H -4.506 -1.235 -1.031
H -4.294 0.969 -0.562
H -4.257 3.192 -1.031
Cl 1.501 -1.523 -4.915
C 2.521 -0.186 -4.407
Cl 1.802 0.706 -3.027
H 2.622 0.516 -5.225
H 3.479 -0.574 -4.084
F 2.210 -2.843 1.799
C 2.440 -3.635 0.740
F 1.940 -4.826 0.968
F 3.741 -3.697 0.527
S 1.648 -2.898 -0.759
O 2.186 -3.561 -1.879
O 1.847 -1.425 -0.666
O 0.176 -3.059 -0.473
Br -1.131 -4.193 -2.879
C -1.364 -2.417 -3.458
C -1.783 -2.301 -4.781
C -1.982 -1.052 -5.328
C -1.743 0.057 -4.528
C -1.329 -0.147 -3.234
N -1.138 -1.359 -2.659
H -1.946 -3.198 -5.359
H -2.313 -0.949 -6.352
H -1.864 1.066 -4.895
H -1.128 0.711 -2.616
*
```

HOMO energy: -16.42 eV
energy above the lowest of the compared OMol25 structures with the same formula, charge and spin: 0.4310 eV
max |F|: 0.69 eV Å⁻¹
frontier orbital gap: 7.70 eV

---

4.
Density functional theory data (ωB97M-V/def2-TZVPD) for a structure of composition C31H34GaN7O5S.

Geometry as ORCA input:
```
! wB97M-V def2-TZVPD RIJCOSX def2/J DEFGRID3
* xyz 0 1
Ga -0.066 0.008 -0.249
C -4.425 0.057 1.691
O -4.071 -1.307 1.517
C -2.997 -1.648 2.321
C -3.203 -2.274 3.528
C -2.124 -2.561 4.367
C -0.864 -2.145 4.006
C -0.626 -1.506 2.779
C 0.689 -0.976 2.522
N 1.030 -0.343 1.461
N 2.319 0.108 1.375
C 2.498 0.785 0.271
O 1.574 1.034 -0.598
C 3.860 1.305 0.010
C 4.035 2.345 -0.898
C 5.300 2.857 -1.135
C 6.402 2.324 -0.480
C 6.232 1.273 0.412
C 4.968 0.768 0.662
C -1.695 -1.329 1.868
O -1.550 -0.871 0.654
H -4.892 0.220 2.667
H -3.546 0.705 1.609
H -5.140 0.315 0.909
H -4.211 -2.541 3.818
H -2.290 -3.078 5.302
H -0.028 -2.306 4.676
H 1.446 -1.082 3.297
H 3.167 2.749 -1.404
H 5.434 3.679 -1.827
H 7.388 2.732 -0.661
H 7.095 0.854 0.915
H 4.818 -0.041 1.364
C 4.237 -0.242 -3.734
C 3.613 -1.630 -3.871
N 2.864 -2.063 -2.687
C 3.533 -3.028 -1.826
C 4.818 -2.474 -1.221
C 1.638 -1.564 -2.452
S 0.719 -2.154 -1.108
N 1.200 -0.690 -3.365
C 0.191 0.137 -3.210
O -0.510 0.350 -2.179
C -0.153 0.967 -4.404
C -0.934 2.108 -4.241
C -1.231 2.916 -5.327
C -0.762 2.582 -6.591
C 0.010 1.441 -6.760
C 0.319 0.643 -5.671
H 4.699 0.046 -4.680
H 5.000 -0.223 -2.955
H 3.466 0.483 -3.487
H 4.390 -2.374 -4.046
H 2.934 -1.639 -4.724
H 3.750 -3.925 -2.414
H 2.849 -3.305 -1.032
H 5.571 -2.269 -1.984
H 5.230 -3.204 -0.524
H 4.617 -1.553 -0.675
H -1.286 2.355 -3.247
H -1.822 3.814 -5.197
H -0.990 3.216 -7.438
H 0.379 1.178 -7.743
H 0.929 -0.243 -5.788
C -4.352 3.164 -1.653
N -3.133 2.858 -0.943
C -2.175 3.858 -0.529
C -1.086 2.989 0.125
O -0.113 3.394 0.705
N -1.424 1.675 -0.102
C -2.636 1.634 -0.684
N -3.293 0.512 -0.926
H -4.707 4.143 -1.337
H -5.125 2.433 -1.415
H -4.200 3.182 -2.736
H -2.604 4.563 0.184
H -1.763 4.413 -1.377
H -2.959 -0.298 -0.401
H -4.218 0.521 -1.311
*
```

HOMO energy: -7.47 eV
energy above the lowest of the compared OMol25 structures with the same formula, charge and spin: 0.0000 eV
max |F|: 0.62 eV Å⁻¹
frontier orbital gap: 7.71 eV

---

Question: Among the records above, which one has the highest max |F|?
Answer: C31H34BN5O4

---

Question: Which value of max |F| does entry 3 give?
Answer: 0.69 eV Å⁻¹